[1]
44
Properties=species:S:1:pos:R:3:forces:R:3:mulliken_charge:R:1 method="wB97M-V/def2-TZVPD" e_lumo_ev=-9.65 multiplicity=1 e_above_lowest_kj_mol=0.00 charge=+2
Mo -0.239 -0.562 -0.024 0.47 0.40 -0.33 1.1776
F 3.859 -3.117 2.245 0.01 -0.01 -0.01 -0.1896
C 4.160 -3.092 0.945 0.00 0.01 0.02 0.7225
F 5.463 -3.256 0.793 -0.01 0.00 0.00 -0.2491
F 3.516 -4.108 0.353 0.01 0.00 0.01 -0.1942
C 3.698 -1.781 0.337 -0.01 -0.04 0.02 -0.0456
C 4.570 -0.798 -0.097 0.01 0.01 -0.01 -0.0905
C 4.073 0.400 -0.617 0.01 0.01 0.00 -0.9278
C 2.718 0.595 -0.699 0.00 0.00 0.05 -0.1634
N 1.869 -0.384 -0.302 -0.08 0.01 0.03 -0.3160
C 2.347 -1.531 0.210 -0.10 -0.01 0.00 0.8057
S 0.951 -2.492 0.649 0.01 -0.01 0.04 -0.2007
H 5.638 -0.963 -0.029 0.00 0.00 0.00 0.5698
H 4.744 1.175 -0.957 -0.01 0.01 0.00 0.4471
H 2.293 1.507 -1.084 0.00 0.00 -0.01 0.4666
O -1.798 3.089 -1.334 -0.02 -0.01 0.03 -0.3319
S -0.457 2.762 -1.079 0.03 -0.11 -0.06 1.0724
O 0.579 3.660 -0.768 -0.04 0.01 -0.04 -0.3363
O -0.076 1.357 -1.171 0.03 -0.01 0.11 -0.2658
O -0.600 0.299 1.309 -0.01 -0.13 0.06 -0.4872
C -4.808 -0.115 0.030 0.00 0.00 -0.01 -1.1558
C -4.673 -0.908 -1.263 -0.01 -0.01 0.01 -1.1269
C -3.698 -2.106 -1.152 0.01 -0.01 -0.02 2.5961
C -3.561 -2.838 -2.522 -0.01 0.01 -0.01 -1.1057
C -2.603 -4.020 -2.504 -0.01 0.00 0.01 -1.1221
C -4.224 -3.101 -0.112 0.00 -0.01 0.01 -0.1265
O -5.299 -3.604 -0.224 0.00 0.00 -0.01 -0.4811
N -3.405 -3.413 0.988 -0.02 0.01 -0.03 0.0569
C -2.161 -2.935 1.279 0.00 -0.04 -0.01 0.0502
O -1.495 -3.184 2.233 0.01 0.00 0.00 -0.5105
N -1.668 -2.039 0.260 -0.17 -0.12 0.16 -0.3589
C -2.371 -1.632 -0.756 0.02 0.07 -0.09 0.5151
O -1.684 -0.690 -1.382 -0.13 -0.06 0.06 -0.9235
H -5.515 0.701 -0.101 0.00 0.00 0.00 0.4986
H -3.858 0.333 0.343 0.00 0.00 0.00 0.1954
H -5.180 -0.734 0.848 0.00 0.00 0.00 0.3051
H -4.334 -0.275 -2.085 0.00 0.00 0.00 0.4644
H -5.633 -1.335 -1.555 0.00 0.00 0.00 0.5045
H -3.265 -2.097 -3.266 0.00 0.00 0.00 0.4595
H -4.572 -3.163 -2.769 0.00 0.00 0.00 0.4918
H -1.574 -3.721 -2.277 0.00 -0.01 0.00 0.2309
H -2.584 -4.498 -3.481 0.00 0.00 0.00 0.4822
H -2.909 -4.780 -1.782 0.00 0.00 0.00 0.3089
H -3.802 -4.066 1.658 0.02 0.00 0.01 0.2879

---

[2]
40
Properties=species:S:1:pos:R:3:forces:R:3:mulliken_charge:R:1 method="wB97M-V/def2-TZVPD" e_lumo_ev="-8.77 / -8.66" multiplicity=3 s_squared=2.020 charge=+2
Mo 1.432 -0.247 -0.106 -0.12 0.28 0.53 0.8677
C -0.964 -1.214 3.572 0.00 -0.03 0.00 -1.4798
C -0.278 -1.165 2.258 0.12 -0.07 -0.23 0.8154
N 0.542 -0.225 1.902 -0.01 -0.16 -0.07 0.8323
N 0.807 0.758 2.813 -0.23 -0.03 0.08 -1.3009
C 1.871 1.437 2.527 0.14 0.01 -0.17 0.7689
N 2.300 2.416 3.309 -0.01 0.02 0.01 -0.3645
S 2.881 1.071 1.090 -0.11 -0.14 0.09 -0.2184
C -0.407 -2.237 1.239 -0.04 0.18 0.11 0.5358
C -1.165 -3.379 1.384 0.02 0.03 0.01 -0.5801
C -1.176 -4.325 0.360 0.07 0.06 -0.07 -0.3987
C -0.423 -4.107 -0.785 -0.05 0.00 0.11 -0.7555
C 0.329 -2.950 -0.869 0.01 -0.05 0.02 -0.1239
N 0.332 -2.036 0.117 0.17 -0.08 -0.07 -0.2360
H -1.089 -0.210 3.969 0.01 -0.02 -0.01 0.4129
H -0.351 -1.774 4.284 0.01 0.00 -0.01 0.3328
H -1.931 -1.708 3.500 -0.01 -0.01 -0.01 0.4806
H 1.811 2.615 4.169 0.00 0.00 0.01 0.2599
H 3.131 2.941 3.097 0.05 0.02 0.00 0.2108
H -1.736 -3.541 2.287 0.00 0.00 0.00 0.3646
H -1.767 -5.225 0.462 0.00 0.00 0.01 0.4701
H -0.405 -4.819 -1.597 0.00 0.00 0.00 0.4494
H 0.948 -2.743 -1.735 0.00 0.01 0.01 0.5337
C -1.867 1.681 0.243 -0.02 0.02 -0.01 -1.0979
C -0.992 1.683 -0.953 0.09 -0.02 0.01 0.3655
N 0.148 0.995 -1.117 0.09 0.09 -0.24 0.0975
C 0.632 1.291 -2.398 0.03 -0.08 0.17 -0.0023
C -0.220 2.156 -2.994 0.04 -0.12 0.00 0.1130
N -1.219 2.370 -2.073 0.04 0.03 0.01 -0.0065
C -0.310 2.870 -4.315 -0.05 0.09 0.12 0.5369
O 0.662 2.682 -5.179 -0.30 0.29 -0.16 -0.4590
O -1.262 3.576 -4.484 0.05 -0.07 -0.04 -0.5185
C 1.891 0.631 -2.808 0.00 0.05 -0.16 0.7842
O 2.410 0.757 -3.878 -0.11 -0.02 0.40 -0.5834
O 2.351 -0.154 -1.796 -0.11 -0.01 -0.55 -0.6734
H -1.278 1.516 1.143 -0.01 0.03 0.00 0.1833
H -2.619 0.893 0.159 0.00 -0.01 0.00 0.2749
H -2.389 2.632 0.336 0.00 0.00 0.00 0.4485
H -1.997 2.991 -2.273 -0.05 0.04 -0.01 0.2719
H 1.367 2.100 -4.860 0.29 -0.33 0.10 0.3883